C16H19N6O9SZr as an isolated structure. Source: the Open Molecules 2025 dataset; level of theory: the ωB97M-V functional and the def2-TZVPD basis.

Results
Charge = +1
Orbital gap = 7.1 eV
Relative energy (zero: lowest compared OMol25 entry of this formula, charge and spin) = 17.5 kcal/mol

Positions of all 52 atoms, in Å:
Zr -0.0588 -0.6832 -0.1770
O 2.2166 -0.5397 -0.3926
C 2.9937 0.6199 0.0373
C 2.4360 1.8334 -0.6630
N 1.0194 2.0049 -0.3522
C 0.1622 2.4760 -1.4645
C -0.6297 1.2006 -1.5666
O -1.5042 0.9744 -0.6959
O -0.0735 0.1855 -2.1380
C 0.6853 2.5193 0.9752
C -0.2085 1.5564 1.7595
O -1.0805 1.8812 2.5007
O 0.1122 0.2558 1.5299
H 2.7015 -1.3502 -0.1904
H 4.0339 0.4631 -0.2424
H 2.9128 0.6967 1.1226
H 2.5374 1.6916 -1.7379
H 3.0302 2.7088 -0.3791
H 0.7382 2.6991 -2.3571
H -0.4564 3.3223 -1.1780
H 0.1872 3.4867 0.9311
H 1.5991 2.6457 1.5612
N -3.4818 -2.9560 0.9284
C -2.7165 -1.9291 1.1247
N -2.8930 -1.0914 2.1550
O -1.7312 -1.6787 0.3000
H -4.1307 -3.2926 1.6407
H -3.4041 -3.6831 0.1858
H -3.6558 -1.2302 2.7953
H -2.2979 -0.2895 2.2873
O -5.5246 -6.9506 0.6124
S -4.5176 -5.9652 0.8406
O -4.6610 -5.1362 2.0338
O -4.1311 -5.1568 -0.3319
C -2.9516 -6.8598 1.0843
N -2.8844 -8.1784 1.0092
C -1.6654 -8.7086 0.9585
C -0.5034 -7.9446 0.9046
C -0.6997 -6.5848 1.0255
N -1.9062 -6.0418 1.1636
C 0.2325 -5.4329 0.8417
C 0.6455 -5.0808 -0.4454
C 0.8306 -3.7417 -0.7170
N 0.7195 -2.7955 0.2217
C 0.5545 -3.1760 1.5042
C 0.3315 -4.4786 1.8600
H -1.6157 -9.7906 0.9251
H 0.4727 -8.3920 0.7859
H 0.6362 -5.8003 -1.2519
H 0.9766 -3.4056 -1.7384
H 0.5019 -2.3834 2.2439
H 0.0763 -4.7290 2.8799

C16H19N6O9SZr as an isolated structure at a distorted geometry. Source: the Open Molecules 2025 dataset; level of theory: the ωB97M-V functional and the def2-TZVPD basis.

Results
Charge = +1
Orbital gap = 4.3 eV
Relative energy (zero: lowest compared OMol25 entry of this formula, charge and spin) = 61.6 kcal/mol

Positions of all 52 atoms, in Å:
Zr 0.1241 1.8479 0.0605
O 2.4034 1.7602 0.0433
C 2.9654 3.0265 0.4936
C 2.2497 4.1648 -0.2161
N 0.7947 4.0667 0.0488
C -0.0656 4.5067 -1.0848
C -0.3383 3.3260 -2.0582
O -1.2143 3.3683 -2.8618
O 0.4718 2.2780 -1.8234
C 0.3795 4.5778 1.3868
C -0.4580 3.4362 1.9659
O -1.6431 3.5366 2.1626
O 0.2204 2.2895 1.9961
H 2.7796 1.5385 -0.8217
H 2.7903 3.0463 1.5674
H 4.0376 3.0511 0.3098
H 2.6442 5.1311 0.1072
H 2.4033 4.0725 -1.2912
H -1.0287 4.8570 -0.7154
H 0.3881 5.3166 -1.6592
H 1.2553 4.7484 2.0109
H -0.2063 5.4914 1.3244
N -3.6150 0.3741 -0.7039
C -3.1188 1.3940 -0.0187
N -3.8569 2.0826 0.8339
O -1.8873 1.7310 -0.1885
H -4.5784 0.0923 -0.6198
H -3.0673 -0.0593 -1.4288
H -4.8188 1.8471 1.0142
H -3.3857 2.7221 1.4614
O -1.6304 -7.9553 -1.9488
S -0.9793 -6.7245 -2.3130
O -1.8585 -5.5761 -2.4641
O 0.0890 -6.8082 -3.2869
C -0.0315 -6.2487 -0.8177
N 0.3671 -7.1214 0.1108
C 0.9765 -6.6274 1.1803
C 1.1399 -5.2613 1.3949
C 0.7111 -4.4469 0.3606
N 0.1830 -4.9410 -0.7489
C 0.6747 -2.9731 0.3699
C 1.2792 -2.1532 1.3282
C 1.1003 -0.7953 1.2579
N 0.3793 -0.2109 0.2721
C -0.1478 -1.0033 -0.7025
C -0.0394 -2.3590 -0.6755
H 1.3284 -7.3493 1.9085
H 1.5477 -4.8795 2.3211
H 1.8724 -2.5733 2.1280
H 1.5255 -0.1278 1.9964
H -0.6438 -0.4922 -1.5225
H -0.4685 -2.9945 -1.4442

C16H20AlN2OP as an isolated structure at a distorted geometry. Source: the Open Molecules 2025 dataset; level of theory: the ωB97M-V functional and the def2-TZVPD basis.

Results
Charge = 0
Orbital gap = 4.5 eV

Positions of all 41 atoms, in Å:
C 4.2882 -1.2571 0.3041
C 3.8897 -2.5600 0.7220
C 3.2499 -3.1679 -0.4024
C 3.6208 -2.4505 -1.5780
C 4.0961 -1.1770 -1.1300
Al 1.8030 1.6385 -0.6645
P 2.7913 2.9328 1.0286
H 4.6737 -0.4435 0.9210
H 3.9876 -2.9694 1.7200
H 2.7084 -4.1272 -0.3820
H 4.2313 -0.2870 -1.7583
H 3.4363 -2.7327 -2.6210
H 3.7524 3.9265 0.6174
H 3.6013 2.0932 1.8998
H 2.0458 3.7323 1.9819
C -3.7355 -0.6083 -0.4343
N -2.3178 -0.9140 -0.3941
N -1.3706 0.0139 -0.1271
C -0.1418 -0.5547 -0.2630
O 0.9445 0.1666 -0.1666
C -0.3541 -1.8904 -0.6362
C -1.7167 -2.0737 -0.7328
C -2.4731 -3.2728 -1.1509
C -1.6895 1.3549 0.2616
C -2.5223 1.5187 1.3741
C -2.7230 2.8054 1.8838
C -2.0384 3.8872 1.3041
C -1.1978 3.7060 0.1985
C -1.0870 2.4361 -0.3942
H -3.9215 0.4689 -0.3646
H -4.2549 -1.1184 0.3886
H -4.1510 -0.9808 -1.3784
H 0.4315 -2.5953 -0.8549
H -3.1583 -3.6404 -0.3729
H -3.0600 -3.1031 -2.0665
H -1.7495 -4.0710 -1.3659
H -3.0222 0.6484 1.8028
H -3.4061 2.9441 2.7323
H -2.1771 4.8876 1.7188
H -0.6028 4.5369 -0.2048
H -0.6807 2.2975 -1.4157

C16H20BMnN5O4SeSi as an isolated structure at a distorted geometry. Source: the Open Molecules 2025 dataset; level of theory: the ωB97M-V functional and the def2-TZVPD basis.

Results
Charge = -2
Multiplicity = 6
Orbital gap (spin up / spin down) = 6.0 / 6.0 eV

Positions of all 49 atoms, in Å:
Mn 11.1633 14.7241 6.6112
O 13.2570 14.1179 10.1294
C 12.7910 13.9922 8.9890
O 11.9162 14.8426 8.4926
C 13.3138 12.9817 7.9405
C 14.0181 11.7916 8.1935
C 14.3829 11.0455 7.0618
C 13.9902 11.4469 5.7456
C 13.1451 12.5470 5.6908
N 12.8382 13.2914 6.7693
C 12.6462 13.2724 4.4389
O 12.8772 12.8624 3.3011
O 11.9107 14.3292 4.7176
H 14.2494 11.5273 9.2816
H 14.8418 10.0621 7.2563
H 14.3764 10.9451 4.8337
B 7.9076 15.6900 6.2783
N 8.2964 14.2617 6.7901
C 7.5614 13.4146 7.5061
C 8.2468 12.1861 7.5746
C 9.3359 12.3654 6.7519
N 9.4608 13.6154 6.3103
N 8.9262 16.7901 6.7086
C 8.7656 17.8926 7.4799
C 9.9978 18.4786 7.7921
C 10.9504 17.6582 7.1092
N 10.3065 16.6299 6.4561
H 7.8631 15.6637 5.0794
H 6.8170 15.9231 6.7909
H 6.5457 13.7228 7.7843
H 7.8169 11.2820 7.9205
H 10.0525 11.5805 6.4200
H 7.7991 18.0977 7.7714
H 10.1888 19.3005 8.4575
H 11.9748 17.8216 6.9210
C 12.0353 4.6993 5.9718
Si 11.2109 5.6996 7.4234
C 11.7761 4.9706 9.0526
C 9.3267 5.8040 7.2079
Se 11.8171 7.8166 7.3874
H 11.5850 3.6788 6.0142
H 13.1095 4.7944 6.1743
H 11.8243 5.2592 5.0236
H 11.2652 3.9975 9.3377
H 11.5396 5.6696 9.9433
H 12.8510 4.9741 9.0146
H 8.7674 4.8296 7.3564
H 9.2598 5.9722 6.1412
H 8.8055 6.5928 7.7835